[1]
{"formula": "C24H29N3O5S", "method": "ωB97M-V/def2-TZVPD", "de_lowest_ev": 1.195, "smiles": "CCCCNC(=O)CSc1nc2cc(OC)c(OC)cc2c(=O)n1Cc1ccc(OC)cc1", "e_homo_ev": -8.018, "species": ["C", "C", "C", "C", "N", "C", "O", "C", "H", "H", "S", "C", "N", "C", "C", "C", "C", "C", "C", "C", "O", "N", "C", "C", "C", "C", "C", "C", "C", "H", "H", "O", "C", "H", "H", "H", "H", "H", "H", "H", "H", "O", "C", "H", "H", "H", "O", "C", "H", "H", "H", "H", "H", "H", "H", "H", "H", "H", "H", "H", "H", "H"], "xyz": [[-0.75855, -2.16893, 1.46091], [-0.05028, -2.44099, 0.14045], [-1.02560, -2.44504, -1.03438], [-0.30375, -2.51493, -2.38082], [0.44017, -1.30586, -2.64689], [1.78071, -1.24431, -2.57707], [2.50406, -2.20617, -2.44326], [2.39376, 0.14638, -2.74829], [3.23625, 0.24260, -2.06455], [2.74400, 0.25991, -3.77536], [1.25624, 1.52150, -2.46126], [1.00913, 1.34561, -0.72217], [1.85818, 0.62392, -0.09026], [1.70683, 0.48068, 1.26108], [2.58663, -0.32454, 1.97774], [2.46707, -0.49027, 3.34877], [1.42258, 0.18392, 4.04103], [0.54934, 0.97629, 3.32538], [0.67141, 1.13471, 1.94353], [-0.28541, 1.94024, 1.21017], [-1.23505, 2.52463, 1.69715], [-0.05282, 1.99490, -0.17289], [-1.03839, 2.68084, -1.00158], [-1.98997, 1.68311, -1.60932], [-1.99534, 1.41577, -2.96909], [-2.83357, 0.45170, -3.50739], [-3.68935, -0.26539, -2.67925], [-3.69821, 0.01292, -1.30974], [-2.86045, 0.97263, -0.78577], [-2.87867, 1.18217, 0.27312], [-4.37460, -0.54178, -0.67912], [-4.54059, -1.24210, -3.09171], [-4.58965, -1.55992, -4.46128], [-3.62430, -1.92760, -4.82463], [-4.90114, -0.70023, -5.06306], [-5.33211, -2.35082, -4.55363], [-2.80766, 0.27401, -4.57082], [-1.34017, 1.96856, -3.62604], [-0.52033, 3.25603, -1.77215], [-1.57531, 3.35761, -0.33039], [-0.26152, 1.50032, 3.80459], [1.33152, 0.01105, 5.39648], [0.30257, 0.67520, 6.08993], [0.43141, 0.39470, 7.13432], [0.38790, 1.76165, 5.99249], [-0.68574, 0.35461, 5.74692], [3.40150, -1.30962, 3.88409], [3.43445, -1.62827, 5.25838], [3.60064, -0.74373, 5.87590], [2.51888, -2.12791, 5.58037], [4.27752, -2.31057, 5.36618], [3.37761, -0.84188, 1.46088], [-0.09329, -0.44914, -2.71812], [0.41600, -3.33636, -2.38668], [-1.02924, -2.66477, -3.18701], [-1.63559, -1.53822, -1.00612], [-1.69921, -3.29986, -0.95220], [0.71263, -1.67835, -0.02177], [0.46171, -3.40368, 0.18875], [-1.51343, -2.92820, 1.65438], [-0.04443, -2.17057, 2.28100], [-1.24838, -1.19700, 1.43906]], "forces_ev_per_angstrom": [[0.1994, -0.0609, -0.1672], [-0.2806, 0.0588, 0.0008], [0.4322, -0.0307, -0.0702], [-0.1990, -0.2384, 0.0969], [-0.4148, 0.0884, -0.0291], [-0.0179, 0.4539, -0.1411], [0.3447, -0.3166, 0.1025], [-0.0101, 0.1903, 0.2816], [-0.0658, -0.1315, -0.1370], [-0.0329, 0.0283, 0.0129], [0.1639, 0.2616, -0.4043], [0.7068, -0.4881, -0.1629], [0.1382, -0.0170, -0.4185], [-0.5484, 0.3000, 0.6224], [-0.1107, 0.0015, 0.3212], [0.0531, 0.0097, -0.3208], [-0.1940, 0.1237, 0.0975], [0.0316, -0.0403, 0.0884], [0.4269, -0.3078, -0.0084], [0.0763, 0.0049, 0.0317], [-0.1700, 0.0396, 0.1263], [0.0542, 0.1617, 0.3270], [-0.3220, 0.1157, -0.1107], [0.0258, 0.0903, -0.1552], [-0.0929, 0.1537, 0.2423], [-0.2153, -0.2746, -0.2199], [0.0596, 0.0701, 0.1494], [-0.1120, -0.0372, -0.1745], [-0.0869, -0.0422, -0.1117], [-0.0027, 0.0184, 0.1469], [-0.0800, -0.0782, 0.0891], [0.0612, 0.1347, 0.3373], [-0.0044, -0.0596, -0.2446], [-0.0278, 0.0296, 0.0127], [0.0271, -0.0251, 0.0216], [0.0631, 0.0550, -0.0454], [-0.0330, -0.0507, -0.1026], [0.0343, 0.0272, -0.0560], [-0.0939, 0.0347, 0.1085], [0.1933, -0.0404, -0.1929], [-0.0597, 0.0158, 0.1169], [0.2738, -0.1416, -0.3354], [-0.1438, 0.0865, 0.1132], [-0.0611, 0.0554, -0.0567], [-0.0162, -0.0309, -0.0160], [0.0265, 0.0254, -0.0057], [-0.1592, 0.2065, -0.3092], [0.1217, -0.2076, 0.5226], [-0.0086, -0.0959, -0.0545], [0.0933, 0.0402, -0.0247], [-0.0656, 0.0476, 0.0071], [0.1147, -0.0730, -0.0727], [0.1482, -0.0510, 0.0121], [-0.1167, 0.0168, -0.0770], [0.0842, -0.0667, 0.0176], [-0.0516, -0.0287, -0.0081], [-0.1214, -0.0211, 0.0044], [0.0628, -0.0498, -0.0416], [0.0980, -0.0259, -0.0383], [-0.1207, -0.0672, 0.0901], [0.0187, 0.0300, 0.1735], [-0.0940, 0.1225, 0.0390]]}

***

[2]
{"formula": "C24H29N7Sn", "method": "ωB97M-V/def2-TZVPD", "de_lowest_ev": 0.797, "e_homo_ev": -7.600, "species": ["Sn", "C", "C", "C", "C", "C", "C", "C", "C", "C", "C", "H", "H", "H", "H", "H", "H", "H", "H", "H", "H", "H", "H", "H", "H", "H", "N", "C", "N", "C", "N", "N", "C", "N", "C", "C", "C", "C", "C", "N", "H", "H", "H", "H", "H", "H", "H", "H", "N", "C", "C", "C", "C", "C", "C", "H", "H", "H", "H", "H", "H"], "xyz": [[0.13724, 0.24513, 0.71522], [0.33099, 0.74801, 2.82569], [0.85381, 2.04051, 2.44968], [2.20311, 1.96999, 2.49409], [2.65152, 0.69929, 3.00409], [1.53049, -0.06997, 3.25360], [1.41204, -1.56972, 3.53736], [4.04828, 0.46889, 3.20115], [3.11444, 2.91096, 1.83299], [0.09201, 3.29547, 2.01546], [-0.95817, 0.65079, 3.55582], [1.69431, -1.84429, 4.56251], [2.08465, -2.02719, 2.85106], [0.36682, -2.02847, 3.34648], [4.24659, -0.60103, 3.33451], [4.48103, 1.10658, 4.02804], [4.70273, 0.69011, 2.34574], [2.82328, 2.82211, 0.81009], [4.15729, 2.56270, 1.95647], [2.99810, 3.96592, 2.20604], [0.12609, 3.95180, 2.85346], [-0.96410, 2.98377, 1.91632], [0.48905, 3.70222, 1.14990], [-0.97319, 1.18029, 4.56414], [-1.27617, -0.34139, 3.88776], [-1.82744, 0.84631, 2.93285], [-0.86481, 1.58487, -0.50556], [-1.00973, 1.21843, -1.78414], [-1.74241, 2.14836, -2.52479], [-1.71681, 1.84533, -3.83205], [-2.50758, 2.63678, -4.63793], [-0.91634, 0.94702, -4.42809], [-0.40636, 0.04410, -3.61100], [-0.47047, 0.15100, -2.27092], [0.55036, -0.96568, -4.24312], [1.02241, -0.67830, -5.51567], [1.67108, -1.63876, -6.29514], [1.84553, -2.89596, -5.65329], [1.44572, -2.99087, -4.32431], [0.89814, -2.10457, -3.53739], [-1.37161, 2.48800, -0.29770], [-0.21421, -2.35489, 0.12005], [-2.64323, 3.54885, -4.18617], [-2.16081, 2.57631, -5.58563], [0.78096, 0.26975, -5.97769], [1.97630, -1.51420, -7.39165], [2.26297, -3.78412, -6.20912], [1.79030, -3.89793, -3.76866], [-0.60757, -1.65498, 0.63403], [-1.91856, -1.85780, 0.99542], [-2.84102, -0.78667, 1.05199], [-4.11724, -1.03378, 1.50666], [-4.50641, -2.36264, 1.72647], [-3.64738, -3.47070, 1.40354], [-2.38002, -3.12676, 0.99100], [-2.57652, 0.23142, 0.86373], [-4.86234, -0.25100, 1.46340], [-5.54177, -2.63629, 1.92998], [-3.92901, -4.53979, 1.39336], [-1.60741, -3.87775, 0.67655], [1.77104, 0.37444, 0.19336]], "forces_ev_per_angstrom": [[1.3768, -0.6940, -0.5723], [0.1686, -1.1950, 0.6329], [0.5927, 1.6714, -0.3417], [-0.0780, -0.2703, 0.4172], [-2.8602, 0.4888, -0.1015], [-0.7442, 0.0150, -0.8281], [-1.4283, 0.4118, 0.4474], [2.8347, -0.9710, 0.5662], [0.7549, 1.0181, 0.9866], [-1.2251, -2.9794, 2.0397], [-1.4096, -0.4592, 1.9947], [0.0161, 0.1120, -0.2166], [0.5666, -0.8616, -0.4123], [1.6142, 1.0938, 0.2130], [0.0853, 0.1824, 0.6638], [-0.4900, -0.9252, -0.5444], [-0.4715, 0.2058, -0.0998], [0.2869, 0.5644, -1.0953], [-0.5187, 0.6224, -0.2128], [0.2438, -0.9099, -0.5086], [0.0324, 0.9878, 0.4168], [0.2908, 0.5309, -0.2984], [0.5961, 0.9650, -1.6830], [0.0290, 0.0377, -1.4632], [0.7463, -0.5116, -0.2624], [-0.0981, 0.9788, 0.1910], [-0.6626, 0.6820, 1.0401], [-2.1615, 3.6253, -0.7340], [0.7626, -1.9782, -0.7681], [-0.1750, 1.5161, 1.1769], [0.7790, -0.2271, 0.5882], [-0.7664, -0.9060, -0.2667], [1.4851, 0.9330, 0.6276], [1.2566, -2.4290, -0.6524], [-0.2655, -0.3944, 1.2482], [-0.2454, 0.0580, -1.0058], [0.3738, -1.8150, -0.0167], [-0.0035, 0.8154, -1.8154], [2.1082, -2.5493, 1.1542], [-1.5404, 2.4610, -1.7130], [0.9118, -1.6848, -0.2273], [1.3509, -2.0301, -1.6292], [-0.1122, -0.5408, -0.7975], [-0.3430, 0.5417, -0.0793], [-0.1106, 0.0258, 0.2560], [-0.4764, 0.1310, 1.9059], [-0.4397, 1.1383, 0.9006], [-0.5541, 0.4600, -0.6269], [-0.6807, 3.2188, 1.7222], [-0.0626, 2.2831, -1.6536], [0.3270, -0.7635, 1.3373], [-0.4365, -1.3544, -0.5563], [-0.2666, -1.7607, -0.6137], [-0.6049, 1.5127, 0.0933], [0.6653, -2.9874, 0.2383], [0.3588, 0.4198, -0.3504], [-0.0061, 0.0528, 0.4299], [0.1701, 0.4243, 0.2341], [-0.2056, 0.9408, 0.2186], [-1.0196, 0.3604, 0.4711], [-0.3216, -0.2885, -0.0647]]}

***

[3]
{"formula": "C24H30As2F9O9PtS3", "method": "ωB97M-V/def2-TZVPD", "charge": 1, "e_homo_ev": [-10.649, -10.650], "species": ["Pt", "C", "C", "S", "C", "C", "S", "C", "C", "S", "H", "H", "H", "H", "H", "H", "H", "H", "H", "H", "H", "H", "F", "C", "F", "F", "C", "O", "C", "F", "F", "F", "C", "F", "F", "F", "C", "O", "C", "O", "C", "C", "As", "C", "C", "C", "As", "C", "C", "O", "O", "C", "C", "O", "O", "C", "C", "O", "O", "C", "H", "H", "H", "H", "H", "H", "H", "H", "H", "H", "H", "H", "H", "H", "H", "H", "H", "H"], "xyz": [[-0.11117, -0.32171, -0.47005], [-0.90360, 2.41339, 1.13279], [-0.71348, 1.46551, 2.29098], [0.31986, 0.08999, 1.75718], [-0.49832, -1.30826, 2.56431], [-1.93176, -1.57929, 2.13550], [-2.12655, -1.70825, 0.33017], [-3.42532, -0.51425, 0.00221], [-3.11858, 0.95320, 0.29300], [-1.55584, 1.62639, -0.35592], [0.04986, 2.83820, 0.81414], [-1.55588, 3.24496, 1.40713], [-1.65317, 1.09128, 2.68818], [-0.19166, 1.96932, 3.10686], [-0.43626, -1.14404, 3.64275], [0.14198, -2.14970, 2.32956], [-2.62700, -0.82226, 2.49672], [-2.24199, -2.52956, 2.57035], [-4.31979, -0.80585, 0.55375], [-3.62944, -0.64594, -1.06025], [-3.12764, 1.14269, 1.36325], [-3.91495, 1.55439, -0.14588], [2.58164, -2.23404, 2.37600], [2.46162, -3.12427, 1.39185], [1.29762, -3.76383, 1.59721], [3.43459, -4.01165, 1.52359], [2.45917, -2.41577, -0.00273], [1.75897, -1.25739, 0.06066], [1.91912, -3.42373, -1.03640], [2.44690, -4.63228, -0.92982], [0.60066, -3.54630, -0.90795], [2.15866, -2.96992, -2.27931], [3.94904, -2.07460, -0.34835], [4.64489, -3.12735, -0.76534], [4.56353, -1.57636, 0.72449], [4.00291, -1.15679, -1.29899], [-4.65942, 2.26996, -3.89067], [-3.45451, 1.64863, -4.37570], [-2.69372, 1.04845, -3.47378], [-2.99610, 0.94968, -2.30094], [-1.47677, 0.42676, -4.07187], [-1.22356, 0.45380, -5.38302], [0.23307, -0.57858, -6.23259], [0.57666, 0.54786, -7.77592], [1.61474, 0.08505, -5.02274], [1.44545, 0.10596, -3.69892], [-0.22049, -0.52719, -2.89733], [-0.54911, -2.32507, -3.54361], [2.52043, 0.78344, -2.89810], [3.65933, 0.83778, -3.27922], [2.04171, 1.34015, -1.79066], [2.99100, 1.96253, -0.90107], [2.80579, 0.71194, -5.72510], [2.75616, 1.86374, -6.04394], [3.78896, -0.09249, -6.12689], [3.91474, -1.39224, -5.52986], [-1.98239, 1.28918, -6.39531], [-1.63815, 2.41207, -6.60805], [-2.93597, 0.69296, -7.12325], [-3.35767, -0.63326, -6.77654], [-5.15243, 2.65667, -4.77572], [-4.40365, 3.07741, -3.20876], [-5.28172, 1.53442, -3.38610], [-0.25235, 0.41153, -8.47058], [1.49059, 0.18217, -8.24379], [0.68475, 1.59292, -7.50093], [-1.17687, -2.27009, -4.42822], [-1.06504, -2.86583, -2.75440], [0.38747, -2.82057, -3.77028], [2.51481, 2.87059, -0.54054], [3.91135, 2.20042, -1.42486], [3.18446, 1.26605, -0.08719], [4.71197, -1.88598, -6.07626], [2.99494, -1.97117, -5.63790], [4.18291, -1.28973, -4.48093], [-4.19327, -0.85404, -7.43326], [-3.68696, -0.67848, -5.73917], [-2.56065, -1.35722, -6.95597]], "forces_ev_per_angstrom": [[-0.0703, 1.3846, 0.4042], [0.0491, 0.1037, 0.1659], [-0.0148, 0.2002, 0.1907], [0.2670, -0.2470, 0.1184], [-0.0674, 0.0989, 0.1966], [-0.0024, -0.0086, -0.0427], [-0.4493, -0.7589, 0.2381], [0.0388, 0.0703, -0.0965], [-0.2823, 0.0528, 0.1791], [0.5017, -0.7365, -0.2217], [-0.0006, 0.0040, 0.0254], [-0.0384, -0.0272, -0.0581], [-0.0463, 0.0345, -0.0234], [-0.0004, -0.0410, -0.0077], [-0.0084, 0.0091, -0.0196], [-0.0051, -0.0511, -0.0164], [0.0232, 0.0269, 0.0189], [0.0100, 0.0156, 0.0028], [0.0083, 0.0521, 0.0481], [-0.0585, -0.0072, 0.1968], [0.0023, -0.0232, 0.0496], [0.0799, 0.0004, -0.0048], [-0.0189, 0.2160, 0.1436], [0.0907, 0.1573, -0.0754], [-0.2936, -0.2250, 0.0203], [0.2330, -0.2444, 0.0001], [0.1043, 0.0375, 0.1697], [-0.0043, -0.1822, -0.4109], [0.1820, 0.2430, 0.0495], [0.1316, -0.2799, -0.0301], [-0.5881, -0.0091, -0.1089], [0.0490, 0.0725, -0.2322], [-0.1765, -0.0619, 0.2006], [0.1447, -0.3560, -0.1013], [0.1053, 0.1559, 0.2293], [-0.0676, 0.3868, -0.4470], [0.0045, 0.0184, -0.0684], [0.0413, -0.0338, 0.2404], [0.0876, -0.2313, -0.3126], [-0.0979, 0.0392, -0.8678], [-0.0513, 0.1709, 0.2237], [-0.0403, 0.0657, -0.1634], [0.0292, 0.0358, 0.0663], [-0.0209, 0.0235, -0.0822], [0.0464, -0.0034, 0.1658], [-0.0544, -0.0395, -0.3139], [0.3497, 0.3496, 0.1683], [-0.0121, -0.0488, -0.0569], [-0.0297, -0.1404, -0.0126], [-0.0712, -0.0057, 0.1047], [0.1178, 0.1205, -0.0427], [-0.0739, -0.0691, -0.0350], [-0.0945, -0.0693, -0.0482], [-0.0047, 0.0303, 0.0427], [-0.0899, -0.0211, 0.0382], [0.0313, 0.0035, -0.0463], [0.0266, -0.1446, 0.0767], [-0.0240, -0.0032, 0.0162], [0.0552, -0.0187, 0.0763], [0.0017, 0.0572, -0.0670], [-0.0162, 0.0170, 0.0240], [-0.0226, 0.0104, 0.0093], [-0.0172, 0.0030, -0.0001], [0.0416, 0.0319, -0.0154], [-0.0175, 0.0156, -0.0068], [-0.0007, -0.0115, -0.0223], [0.0118, -0.0903, 0.0035], [0.0133, -0.0157, 0.0553], [0.0160, -0.0752, -0.0325], [0.0312, -0.0006, 0.0457], [-0.0015, -0.0048, -0.0314], [0.0128, 0.0166, 0.0286], [-0.0057, 0.0079, 0.0172], [0.0300, -0.0058, 0.0047], [-0.0078, -0.0200, 0.0367], [0.0153, -0.0013, 0.0055], [-0.0069, -0.0118, 0.0033], [-0.0300, -0.0144, 0.0220]]}

***

Number 1: calculated total energy -50902.573 eV. Number 2: calculated total energy -41619.074 eV. Number 3: calculated total energy -225683.382 eV.